# 1
2 unconnected molecules or ions with the total composition C19H29N3O4 at a distorted geometry, computed with wB97M-V/def2-TZVPD.

Structure (XYZ):
```
55
Properties=species:S:1:pos:R:3:forces:R:3
C -7.12726 -3.13429 0.31675 4.892 -0.505 -2.542
C -6.64498 -1.91810 -0.59202 -8.268 0.868 0.862
C -7.21296 -0.53734 -0.01314 -6.334 -5.542 1.422
C -6.91654 0.57749 -0.81196 -6.041 1.617 -2.026
H -7.24108 0.33387 -1.98519 0.966 1.104 2.912
H -7.48688 1.41562 -0.29745 0.766 -0.239 -1.428
O -5.64747 0.65639 -0.64469 7.106 -0.708 -5.493
C -5.02609 1.42494 0.11760 -0.069 1.639 6.882
O -5.69357 1.87083 1.07286 1.672 0.911 -1.141
C -3.49217 1.45028 0.11707 -8.380 1.781 2.176
C -2.88903 1.10841 -0.90595 2.151 -8.062 -10.157
C -1.56053 1.10780 -1.09535 6.385 -2.437 -1.652
C -0.73885 1.52772 -0.11901 -1.087 6.866 6.446
C -1.43970 2.38703 1.08576 -4.110 -5.826 -7.339
C -2.84213 2.17444 0.98532 3.140 5.375 10.132
H -3.45900 2.60665 2.04786 1.485 -1.234 -3.578
H -0.88254 2.67678 1.86356 1.675 1.501 2.759
N 0.58434 1.79077 0.04891 5.693 -0.493 -3.239
C 1.63087 1.47857 -0.97546 -7.933 1.183 6.573
O 1.30259 0.74464 -1.78793 -0.401 -4.297 -6.930
C 2.89249 1.79524 -0.58122 2.700 7.473 10.201
O 2.99662 2.58073 0.66109 -0.421 -3.870 -5.959
N 3.86485 1.47266 -1.27490 0.266 -4.001 -5.243
C 5.22638 1.54601 -0.95663 0.418 -10.246 -16.665
H 5.42586 2.18305 -0.42121 3.575 10.737 11.710
H 5.80426 2.12724 -1.94329 -1.710 -1.419 1.950
C 5.97855 -0.06416 -1.11986 0.796 10.186 -3.856
N 5.48166 -0.54536 -0.08634 -5.583 -8.891 8.902
C 5.87632 -0.39582 1.37764 4.851 0.369 -3.870
C 4.88533 0.07763 2.27831 -5.007 2.135 -10.684
H 4.10089 -0.53827 2.27161 -3.056 -2.672 0.782
H 5.24111 0.31491 3.05819 4.569 2.750 11.052
H 4.40733 1.05391 1.84270 0.909 -1.432 0.673
H 6.43662 -1.35576 1.68819 -1.001 1.408 -0.349
H 6.67422 0.36706 1.17855 -0.091 -0.310 1.167
C 5.51068 -1.92735 -0.29851 -2.194 -5.608 1.470
C 4.48462 -2.88283 0.34376 -1.239 10.394 7.674
H 4.72850 -2.84592 1.83321 -0.637 -0.184 -4.015
H 3.45490 -2.40087 0.41527 1.078 -0.352 -0.384
H 4.29986 -3.79953 0.29093 -0.272 -7.983 -1.665
H 5.28421 -2.34724 -1.22680 0.410 0.751 -2.776
H 6.33656 -2.48925 0.05561 2.254 0.256 -0.113
H 6.96240 0.22838 -1.01706 3.002 0.414 -0.618
H 5.71330 -0.50765 -2.04815 -0.207 -0.036 -0.727
H 3.43482 0.82306 -2.15236 2.008 2.075 2.655
H 1.20910 2.31821 0.70804 -1.691 0.013 0.599
H -0.82829 0.44802 -1.76128 -2.847 1.358 0.247
H -3.23839 0.22475 -1.64902 -0.596 2.653 1.390
H -8.43482 -0.58963 -0.06612 2.425 -0.431 0.009
H -7.14756 -0.44422 1.08917 0.933 0.303 -0.678
H -5.68468 -1.77564 -0.68594 5.325 -0.074 -0.410
H -7.14548 -1.98010 -1.66122 1.137 -0.207 1.997
H -6.57413 -3.97402 -0.31151 -1.489 0.840 1.846
H -6.73246 -3.12945 1.34647 0.193 0.200 -0.536
H -8.14263 -3.31028 0.39511 -2.119 -0.101 -0.411
```
Positions in Å, forces in eV/Å.

Spin multiplicity: 1
Energy above the lowest of the compared OMol25 structures with the same formula, charge and spin: 508.9 kcal/mol
Charge: 0
Gap between HOMO and LUMO: 7.55 eV

---

# 2
C19H29N3O4S in the gas phase at a distorted geometry, computed with wB97M-V/def2-TZVPD.

Structure (XYZ):
```
56
Properties=species:S:1:pos:R:3:forces:R:3
C -2.55994 -5.01742 1.13404 0.007 -0.239 0.133
O -2.56125 -3.70609 0.61947 0.092 0.254 -0.125
C -1.41469 -3.17247 0.16569 0.119 0.276 -0.097
C -0.16314 -3.78606 0.26783 -0.145 -0.127 0.036
C 0.97348 -3.13874 -0.18065 -0.063 0.008 -0.042
C 0.87181 -1.87753 -0.73138 0.507 0.343 -0.135
S 2.34864 -1.04075 -1.28300 -0.280 -0.327 0.440
O 3.05728 -1.86321 -2.21744 0.157 -0.208 0.092
O 1.97780 0.28773 -1.69676 -0.147 -0.076 0.176
N 3.22400 -1.05373 0.15353 -0.518 -0.207 -0.902
C 2.79156 -0.06207 1.11293 -0.290 0.541 0.258
C 3.38650 1.31705 0.82534 -0.107 -0.084 0.114
N 4.83640 1.22263 0.75904 -0.010 -0.058 0.005
C 5.44111 2.52482 0.57757 -0.015 -0.065 0.038
C 5.22224 0.30131 -0.29737 0.038 -0.221 0.145
C 4.66444 -1.08615 0.00938 0.553 0.029 -0.457
C -0.35722 -1.25913 -0.85525 -0.094 -0.038 0.010
C -1.50834 -1.89091 -0.41300 -0.012 -0.339 -0.060
C -2.85214 -1.25014 -0.62103 0.255 -0.052 0.079
O -3.80516 -1.83971 -1.08205 -0.165 -0.162 -0.148
N -2.87759 0.05076 -0.25960 0.098 0.534 0.181
C -4.02985 0.90360 -0.46191 -0.475 0.005 -0.168
C -3.79798 1.87534 -1.62556 0.164 -0.141 0.060
C -2.74832 2.92947 -1.28339 -0.334 0.158 -0.048
C -3.14696 3.68963 -0.02192 0.315 -0.115 0.064
C -3.32529 2.72872 1.14968 -0.313 0.156 -0.080
C -4.37223 1.66636 0.82068 0.196 -0.133 0.021
H -2.20282 -5.73885 0.39365 0.001 0.041 0.017
H -1.95378 -5.09224 2.04283 -0.018 0.000 -0.052
H -3.59928 -5.23375 1.37450 0.099 -0.026 -0.003
H -0.07165 -4.77098 0.69643 -0.013 -0.075 0.055
H 1.94431 -3.60155 -0.10989 0.093 -0.147 0.084
H 1.70125 -0.02117 1.07509 -0.010 0.078 0.217
H 3.10614 -0.40167 2.10468 -0.076 0.008 -0.057
H 3.12054 2.00263 1.63411 -0.034 -0.020 -0.032
H 2.96169 1.69545 -0.11886 0.058 0.062 0.140
H 6.52439 2.41421 0.57214 0.057 0.075 -0.013
H 5.16005 3.16548 1.41235 0.029 0.088 0.002
H 5.13098 3.01075 -0.35999 -0.007 0.024 -0.030
H 6.31291 0.25826 -0.34099 -0.028 -0.003 -0.061
H 4.83876 0.62598 -1.28128 0.103 0.037 0.012
H 4.88851 -1.77821 -0.80198 0.192 -0.003 0.132
H 5.08563 -1.46032 0.94718 -0.048 0.006 -0.061
H -0.39286 -0.29009 -1.32997 -0.109 0.137 -0.026
H -2.03802 0.48274 0.08888 0.018 -0.192 0.034
H -4.84916 0.22327 -0.71872 0.145 0.134 0.063
H -4.74384 2.36976 -1.85490 -0.063 0.030 -0.051
H -3.49174 1.30929 -2.50711 -0.089 -0.024 -0.035
H -2.64824 3.62509 -2.11864 0.117 -0.043 -0.022
H -1.77477 2.45607 -1.13629 0.122 -0.001 -0.029
H -2.38662 4.43474 0.22076 -0.056 0.078 -0.007
H -4.08688 4.21680 -0.20105 -0.047 0.077 -0.003
H -3.63808 3.28095 2.03831 0.099 -0.055 0.061
H -2.36846 2.25457 1.38228 0.094 0.000 0.088
H -4.46301 0.95939 1.64762 -0.091 -0.023 -0.020
H -5.34110 2.15008 0.68402 -0.067 0.020 0.007
```
Positions in Å, forces in eV/Å.

Spin multiplicity: 1
SMILES string: COc1ccc(S(=O)(=O)N2CCN(C)CC2)cc1C(=O)NC1CCCCC1
Energy above the lowest of the compared OMol25 structures with the same formula, charge and spin: 37.7 kcal/mol
Charge: 0
Gap between HOMO and LUMO: 9.24 eV

---

# 3
2 unconnected molecules or ions with the total composition C19H29N3O4S at a distorted geometry, computed with wB97M-V/def2-TZVPD.

Structure (XYZ):
```
56
Properties=species:S:1:pos:R:3:forces:R:3
C 1.77674 3.09176 -4.43700 -0.219 0.021 0.172
N 1.29803 2.55900 -3.16126 0.708 0.402 -0.967
C 0.17483 1.87904 -2.90725 -0.679 -0.672 0.729
O -0.04322 1.51067 -1.75784 -0.363 -0.212 -0.020
C -0.84996 1.55270 -4.01045 -0.233 -0.066 -0.358
C -2.07438 2.48296 -3.93358 0.376 0.450 -0.124
C -1.76123 3.94973 -4.25151 -0.428 -0.375 0.023
S -1.20490 4.29190 -5.94774 0.096 0.030 -0.075
C -2.65829 3.78166 -6.90656 -0.029 -0.224 0.396
N -1.30569 0.16518 -3.87112 0.921 0.691 1.298
C -1.76718 -0.57872 -4.87470 -0.439 -0.463 -1.419
C -2.17125 -1.99333 -4.53431 0.045 0.110 0.056
O -1.87194 -0.16810 -6.02315 0.096 0.355 0.051
H 1.28159 4.03916 -4.65479 0.102 -0.048 -0.199
H 1.59458 2.38981 -5.25226 -0.003 0.124 0.072
H 2.85103 3.27290 -4.37582 -0.123 -0.098 0.093
H 1.88352 2.70456 -2.35308 -0.164 -0.046 0.048
H -0.38669 1.66722 -4.98925 -0.119 -0.106 -0.112
H -2.49437 2.43032 -2.92820 0.016 -0.059 0.088
H -2.84003 2.13285 -4.62524 0.105 -0.245 -0.016
H -2.66353 4.53439 -4.07046 0.029 0.118 0.040
H -0.99970 4.30686 -3.55846 0.156 0.228 -0.175
H -2.79959 2.70352 -6.82052 -0.012 0.048 -0.094
H -2.50383 4.03226 -7.95609 0.140 0.060 0.151
H -3.54482 4.29897 -6.53963 -0.009 0.030 -0.060
H -1.24933 -0.24317 -2.94967 0.038 0.177 0.057
H -2.52125 -2.48722 -5.43977 0.055 0.111 0.111
H -2.97055 -1.97234 -3.79598 -0.005 -0.160 0.123
H -1.31089 -2.52680 -4.13517 -0.046 -0.150 0.135
C 1.38364 -4.98672 8.19297 0.224 0.160 -0.421
N 1.86421 -4.09776 7.11874 -1.290 0.761 -0.052
C 3.31429 -3.96712 6.87662 -0.797 -0.021 -0.092
C 0.91698 -3.32880 6.43224 1.901 0.003 -0.325
C 1.22465 -2.47867 5.39327 0.291 -0.274 0.395
C 0.19090 -1.68100 4.72896 0.126 -0.483 0.430
O -0.96464 -1.81298 5.13404 -0.930 0.135 -0.034
C 0.46635 -0.76057 3.59473 0.987 0.109 -0.173
C 1.78528 -0.40595 3.22918 -0.315 0.410 -0.598
C 2.03178 0.45331 2.15281 -0.014 -0.317 0.424
C 0.97056 0.97485 1.41388 -0.416 -0.303 0.399
C -0.33681 0.64298 1.76432 0.414 0.230 -0.323
C -0.59251 -0.20412 2.84071 -0.727 -0.312 0.461
O -1.89518 -0.47836 3.13773 0.733 0.197 -0.228
H 2.12302 -5.06007 8.99693 -0.071 0.079 -0.192
H 1.19686 -5.98945 7.79516 0.009 0.000 0.153
H 0.45449 -4.60634 8.63065 0.190 0.004 -0.190
H 3.55073 -4.20746 5.83490 -0.008 0.064 0.082
H 3.64687 -2.94638 7.09227 -0.040 -0.034 -0.084
H 3.88103 -4.65223 7.51529 -0.358 0.080 -0.069
H -0.12628 -3.40080 6.73995 0.318 -0.184 0.097
H 2.24597 -2.40392 5.05592 0.083 -0.001 -0.014
H 2.64659 -0.77713 3.77392 -0.223 -0.078 0.069
H 3.05198 0.71524 1.88929 -0.098 -0.067 0.089
H 1.15320 1.63430 0.57045 -0.113 -0.145 0.099
H -1.17015 1.04331 1.19650 0.038 -0.098 0.111
H -1.88148 -1.02591 3.95941 0.076 0.052 -0.039
```
Positions in Å, forces in eV/Å.

Spin multiplicity: 1
SMILES string: CNC(=O)[C@H](CCSC)NC(C)=O.CN(C)/C=C/C(=O)c1ccccc1O
Energy above the lowest of the compared OMol25 structures with the same formula, charge and spin: 25.8 kcal/mol
Charge: 0
Gap between HOMO and LUMO: 8.45 eV

---

# 4
3 unconnected molecules or ions with the total composition C19H29NO3P, computed with wB97M-V/def2-TZVPD.

Structure (XYZ):
```
53
Properties=species:S:1:pos:R:3:forces:R:3
C 0.55477 -1.04313 4.68446 -0.093 0.069 0.072
C 0.08645 -0.22799 3.48963 0.127 -0.064 0.133
O 0.86216 -0.46433 2.32065 -0.265 0.086 -0.236
P 0.87304 -1.92394 1.58149 -0.168 0.233 0.182
O 1.76390 -2.86325 2.25982 0.041 -0.051 0.029
C 1.14122 -1.40163 -0.11632 0.237 0.064 -0.043
C 2.52636 -1.71945 -0.71363 -0.077 0.088 -0.062
C 2.37517 -2.75356 -1.86565 -0.048 0.084 -0.117
N 1.90235 -4.03480 -1.47961 -0.140 0.035 0.128
O -0.67571 -2.36715 1.76342 0.161 -0.210 -0.081
C -1.68165 -2.05532 0.81089 -0.120 0.149 -0.049
C -3.00591 -2.60682 1.29097 0.000 0.003 -0.009
H 0.19865 -2.07117 4.62947 0.091 -0.015 -0.074
H 0.17485 -0.59424 5.60660 -0.004 -0.022 -0.010
H 1.64346 -1.05905 4.71892 -0.008 0.001 0.017
H 0.18335 0.84070 3.69445 0.071 -0.009 -0.027
H -0.96801 -0.43271 3.28347 -0.010 0.004 -0.030
H 0.93438 -0.32874 -0.10567 0.006 0.016 -0.077
H 0.41265 -1.87150 -0.77865 -0.089 -0.165 0.188
H 3.20136 -2.09289 0.05888 0.017 -0.133 -0.093
H 2.96019 -0.80290 -1.13998 0.000 0.053 0.166
H 1.71372 -2.23474 -2.59904 0.224 0.020 -0.040
H 3.38191 -2.77199 -2.34656 -0.019 -0.066 0.025
H 0.96146 -4.15825 -1.85118 -0.008 -0.018 -0.049
H -1.42224 -2.49709 -0.15132 0.024 -0.024 -0.011
H -1.75073 -0.96789 0.68087 0.046 -0.015 -0.066
H -3.35184 -2.09112 2.18810 0.037 -0.049 0.034
H -3.75905 -2.47813 0.50998 0.000 0.016 0.020
H -2.91212 -3.67157 1.50429 0.002 0.011 0.025
C 0.11142 0.15355 -3.96990 0.007 0.032 -0.012
C -0.52236 -1.02501 -3.60393 -0.042 -0.037 -0.006
C -1.59495 -0.98854 -2.72431 0.003 -0.020 0.009
C -2.03347 0.22344 -2.20741 0.032 0.004 -0.026
C -1.39963 1.40229 -2.57639 -0.027 0.030 0.079
C -0.32692 1.36598 -3.45656 0.014 -0.003 -0.013
H 0.95908 0.12297 -4.64243 0.010 -0.013 0.016
H -0.16471 -1.97383 -3.98059 0.008 -0.007 0.016
H -2.06919 -1.91425 -2.42273 -0.023 0.007 -0.023
H -2.85940 0.24848 -1.50686 -0.012 0.005 -0.008
H -1.72785 2.34840 -2.16364 0.002 -0.001 0.009
H 0.17590 2.28528 -3.73169 -0.005 0.004 -0.004
C 0.86937 4.75563 -0.69836 -0.007 -0.005 -0.006
C 0.17039 5.57423 0.17881 -0.005 0.006 -0.009
C -0.43928 5.02589 1.29824 -0.006 -0.001 0.005
C -0.34699 3.66164 1.54106 0.003 -0.030 0.001
C 0.35433 2.84107 0.66713 -0.016 0.003 -0.008
C 0.96051 3.39231 -0.45413 0.004 -0.040 -0.041
H 1.34173 5.18086 -1.57527 0.009 -0.001 0.003
H 0.09995 6.63818 -0.01086 -0.002 0.001 -0.002
H -0.98743 5.66195 1.98227 0.002 -0.001 0.004
H -0.82383 3.23654 2.41518 0.002 -0.020 0.010
H 0.43174 1.77666 0.85516 0.004 0.004 0.047
H 1.49744 2.75091 -1.14156 0.011 -0.008 0.014
```
Positions in Å, forces in eV/Å.

Spin multiplicity: 1
Charge: -1
Gap between HOMO and LUMO: 4.23 eV

---

Number 1: DFT total energy -32814.332 eV. Number 2: DFT total energy -43669.222 eV. Number 3: DFT total energy -43669.739 eV. Number 4: DFT total energy -37095.973 eV.